a) The following is a DFT calculation (wB97M-V/def2-TZVPD) of C30H45AuNO3P2S as an isolated structure.

Its LUMO energy (alpha / beta) is -2.22 / -4.99 eV. The expectation value of S² is 2.01. The value obtained for the HOMO-LUMO gap (alpha / beta) is 8.3 / 5.5 eV.

```
! RIJCOSX wB97M-V def2-TZVPD def2/J DEFGRID3
* xyz 1 3
Au -0.58 -0.33 1.60
C -2.26 -1.36 3.18
C -1.88 -2.46 2.36
C 0.00 -1.77 3.54
C -1.10 -0.92 3.91
C -0.48 -2.69 2.55
C -3.63 -0.81 3.34
H -4.20 -0.90 2.41
H -3.59 0.25 3.63
H -4.20 -1.35 4.12
C -1.07 0.09 4.99
H -1.92 0.77 4.92
H -0.15 0.70 4.93
H -1.09 -0.38 5.99
C 1.32 -1.82 4.22
H 1.30 -2.44 5.13
H 1.64 -0.81 4.51
H 2.09 -2.23 3.55
C 0.33 -3.77 1.93
H 0.29 -4.69 2.53
H 1.38 -3.46 1.86
H -0.03 -4.02 0.93
C -2.78 -3.23 1.46
H -3.14 -4.16 1.93
H -2.26 -3.52 0.54
H -3.66 -2.65 1.19
C -1.23 1.49 0.44
C -2.34 0.62 0.50
C -2.83 -0.21 -0.64
C -1.71 -0.93 -1.43
C -0.57 -1.39 -0.59
C 0.58 -0.63 -0.34
C 0.83 0.73 -0.92
C -0.35 1.72 -0.75
H -3.40 0.42 -1.35
H -1.37 -0.27 -2.25
H -3.54 -0.96 -0.26
H -0.95 1.75 -1.67
H -1.35 2.36 1.09
H -3.09 0.86 1.25
H 0.10 2.71 -0.62
H 1.71 1.15 -0.41
H 1.49 -1.17 -0.05
H 1.09 0.67 -1.99
H -2.16 -1.81 -1.92
H -0.49 -2.46 -0.45
P -0.85 0.82 -4.94
C -0.93 2.66 -4.95
C -2.23 0.52 -6.13
P 1.42 -0.96 -5.71
C 0.57 0.64 -6.13
C 0.92 -1.93 -7.20
C 3.10 -0.49 -6.33
H -0.06 3.06 -4.41
H -1.85 2.98 -4.44
H -0.93 3.05 -5.98
H -2.13 1.16 -7.02
H -3.17 0.75 -5.61
H -2.24 -0.54 -6.43
H 3.06 -0.10 -7.35
H 3.74 -1.38 -6.29
H 3.51 0.28 -5.66
H 1.28 1.47 -5.97
H 0.21 0.65 -7.17
H 1.52 -2.85 -7.21
H 1.09 -1.36 -8.12
H -0.14 -2.20 -7.12
O 2.82 -0.19 1.76
C 2.30 0.77 2.35
N 0.99 1.20 2.19
S 0.69 2.74 2.78
O -0.48 2.79 3.63
O 0.82 3.74 1.74
C 2.16 2.69 3.75
C 2.48 3.53 4.80
C 3.72 3.35 5.43
C 4.57 2.31 5.01
C 4.19 1.43 4.00
C 2.96 1.62 3.37
H 1.76 4.28 5.12
H 4.02 4.02 6.23
H 5.54 2.21 5.49
H 4.80 0.61 3.66
*
```

***

b) The following is a DFT calculation (wB97M-V/def2-TZVPD) of C30H45AuNO3P2S as an isolated structure.

Its LUMO energy (alpha / beta) is -2.74 / -5.08 eV. The expectation value of S² is 2.02. The value obtained for the HOMO-LUMO gap (alpha / beta) is 3.6 / 4.7 eV.

```
! RIJCOSX wB97M-V def2-TZVPD def2/J DEFGRID3
* xyz 1 3
Au -3.46 1.15 -0.93
C -0.75 3.12 1.29
C -1.99 3.30 0.70
C -1.92 1.17 1.67
C -0.71 1.81 1.88
C -2.84 2.09 0.93
C 0.32 4.13 1.44
H 0.17 4.98 0.77
H 1.30 3.68 1.22
H 0.38 4.51 2.47
C 0.40 1.27 2.69
H 1.27 1.94 2.67
H 0.71 0.29 2.27
H 0.12 1.09 3.74
C -2.25 -0.18 2.14
H -2.39 -0.19 3.24
H -1.42 -0.88 1.91
H -3.17 -0.53 1.67
C -4.20 2.34 1.54
H -4.14 2.98 2.44
H -4.67 1.40 1.83
H -4.84 2.85 0.81
C -2.44 4.56 0.08
H -2.58 5.36 0.83
H -3.40 4.41 -0.45
H -1.68 4.92 -0.65
C 4.03 -0.50 0.01
C 3.43 0.67 0.27
C 2.42 1.43 -0.56
C 2.17 0.90 -1.97
C 1.21 -0.30 -1.97
C 1.77 -1.58 -2.28
C 2.84 -2.16 -1.59
C 4.09 -1.34 -1.22
H 2.76 2.47 -0.69
H 3.13 0.66 -2.45
H 1.47 1.51 0.00
H 4.43 -0.79 -2.11
H 4.68 -0.87 0.80
H 3.70 1.19 1.21
H 4.85 -2.11 -1.00
H 2.31 -2.70 -0.22
H 1.23 -2.18 -3.01
H 3.15 -3.12 -2.02
H 1.76 1.73 -2.56
H 0.66 -0.37 -1.00
P -0.68 0.17 -2.87
C -0.22 0.00 -4.64
C -1.07 1.94 -2.77
P -3.80 -0.23 -2.59
C -2.13 -0.98 -2.82
C -4.54 0.34 -4.15
C -4.88 -1.61 -2.09
H 0.03 -1.05 -4.86
H 0.66 0.61 -4.86
H -1.05 0.29 -5.29
H -1.87 2.19 -3.49
H -0.19 2.57 -2.97
H -1.41 2.15 -1.75
H -5.18 -2.19 -2.97
H -5.76 -1.17 -1.61
H -4.33 -2.25 -1.37
H -1.94 -1.62 -1.93
H -2.12 -1.63 -3.72
H -5.64 0.32 -4.00
H -4.27 -0.33 -4.99
H -4.24 1.38 -4.37
O 4.68 -3.62 1.01
S 3.36 -4.12 1.35
O 3.01 -5.48 1.03
N 2.21 -3.04 0.81
C 1.50 -2.37 1.77
O 0.62 -1.53 1.52
C 1.97 -2.82 3.11
C 1.67 -2.30 4.40
C 2.35 -2.79 5.52
C 3.34 -3.78 5.39
C 3.66 -4.27 4.12
C 2.97 -3.77 3.02
H 0.91 -1.52 4.49
H 2.12 -2.40 6.52
H 3.86 -4.15 6.27
H 4.44 -5.01 3.97
*
```

***

Which of them is least stable? Easy: b).

***

a) The following is a DFT calculation (wB97M-V/def2-TZVPD) of a 6-piece molecular cluster, C32H79Cl2N5 overall.

As for the structure (SMILES): CCN(CC)CC.CCN(CC)CC.CCN(CC)CC.CCN(CC)CC.CCN(CC)CC.ClCCCl. Its LUMO energy is 0.64 eV. The value obtained for the HOMO-LUMO gap is 8.4 eV.

```
! RIJCOSX wB97M-V def2-TZVPD def2/J DEFGRID3
* xyz 0 1
Cl -0.41 1.46 6.64
C -1.17 0.53 5.27
C -1.72 1.47 4.23
Cl -2.03 0.47 2.72
H -2.05 0.08 5.74
H -0.44 -0.05 4.86
H -0.93 2.16 4.09
H -2.56 2.11 4.46
C 6.29 0.74 5.28
C 5.63 -0.55 5.74
N 4.44 -0.91 4.84
C 4.07 -2.24 4.91
C 4.17 -3.00 6.05
C 3.36 -0.01 5.21
C 2.47 0.32 4.00
H 6.50 0.72 4.26
H 7.47 0.81 5.75
H 5.82 1.57 5.70
H 5.34 -0.37 6.85
H 6.30 -1.45 5.66
H 5.02 -2.75 4.20
H 3.38 -2.45 4.24
H 4.91 -2.82 6.84
H 4.02 -4.05 5.94
H 3.15 -2.90 6.66
H 3.74 0.89 5.83
H 2.78 -0.50 5.85
H 1.79 -0.44 3.46
H 3.09 0.55 3.13
H 1.58 1.14 4.28
C 1.30 2.36 0.77
C 1.07 3.86 0.36
N -0.13 4.38 0.96
C -0.16 5.70 1.42
C 0.48 6.71 0.57
C -1.25 4.06 0.03
C -2.56 4.03 0.74
H 1.56 2.36 1.82
H 2.31 2.20 0.46
H 0.50 1.72 0.64
H 1.17 3.98 -0.65
H 2.08 4.42 0.66
H 0.67 5.63 2.27
H -0.98 5.74 2.03
H 1.12 6.45 -0.17
H 0.85 7.36 1.37
H -0.36 7.45 0.33
H -0.86 3.04 -0.29
H -1.16 4.72 -0.93
H -2.58 3.42 1.63
H -3.36 3.59 0.05
H -3.04 5.05 0.84
C 3.76 3.58 -6.12
C 3.18 2.20 -6.39
N 1.97 1.94 -5.57
C 0.91 1.16 -6.02
C 1.28 0.11 -6.80
C 2.26 1.73 -4.11
C 1.23 2.53 -3.24
H 4.37 3.72 -5.21
H 3.12 4.47 -6.15
H 4.52 3.86 -6.90
H 3.73 1.57 -6.16
H 2.85 2.30 -7.47
H 0.46 1.78 -6.76
H 0.02 1.11 -5.36
H 2.11 -0.03 -7.38
H 0.52 0.03 -7.56
H 1.49 -0.64 -6.19
H 3.14 2.31 -3.86
H 2.34 0.63 -3.62
H 1.53 2.07 -2.03
H 0.16 2.43 -3.59
H 1.57 3.52 -3.36
C -4.58 -3.62 1.03
C -5.70 -4.46 0.29
N -5.25 -5.12 -0.97
C -5.92 -6.22 -1.48
C -7.28 -6.20 -1.47
C -4.98 -4.13 -2.00
C -4.07 -4.70 -3.18
H -3.60 -4.27 1.10
H -4.88 -3.43 2.11
H -4.61 -2.77 0.41
H -6.65 -4.01 0.21
H -5.97 -5.13 1.22
H -5.63 -6.82 -0.61
H -5.41 -6.70 -2.27
H -8.05 -5.56 -0.99
H -7.83 -7.37 -1.48
H -7.41 -5.92 -2.57
H -4.47 -3.32 -1.78
H -6.04 -3.83 -2.44
H -4.12 -3.95 -4.00
H -4.45 -5.48 -3.81
H -3.24 -4.96 -2.59
C 1.61 -1.47 0.53
C 0.09 -1.41 0.31
N -0.16 -0.62 -0.87
C 0.01 -1.29 -2.06
C -0.23 -2.70 -2.08
C -1.53 -0.10 -0.77
C -1.94 0.77 -1.97
H 2.19 -2.42 0.11
H 1.59 -1.75 1.79
H 2.19 -0.57 0.27
H -0.37 -0.92 1.16
H -0.37 -2.32 0.39
H 0.86 -1.08 -2.17
H -0.21 -0.78 -2.90
H -0.21 -3.38 -1.33
H 0.48 -2.92 -3.00
H -1.13 -2.97 -2.53
H -1.61 0.47 0.14
H -2.11 -0.95 -0.88
H -1.24 1.70 -2.10
H -2.90 1.22 -1.62
H -1.96 0.25 -2.85
*
```

***

b) The following is a DFT calculation (wB97M-V/def2-TZVPD) of a 6-piece molecular cluster, C32H79Cl2N5 overall.

As for the structure (SMILES): CCN(CC)CC.CCN(CC)CC.CCN(CC)CC.CCN(CC)CC.CCN(CC)CC.ClCCCl. Its LUMO energy is 0.79 eV. The value obtained for the HOMO-LUMO gap is 8.7 eV.

```
! RIJCOSX wB97M-V def2-TZVPD def2/J DEFGRID3
* xyz 0 1
C -4.70 -4.22 1.24
C -5.10 -4.80 -0.09
N -3.99 -5.30 -0.90
C -3.37 -6.41 -0.28
C -1.99 -6.13 0.24
C -4.47 -5.47 -2.34
C -4.65 -4.16 -3.07
H -4.54 -5.01 1.99
H -5.65 -3.77 1.66
H -3.88 -3.51 1.12
H -5.82 -5.65 0.05
H -5.50 -3.93 -0.61
H -3.97 -6.84 0.57
H -3.34 -7.26 -1.02
H -1.34 -5.80 -0.55
H -2.05 -5.25 0.93
H -1.50 -7.01 0.71
H -5.38 -6.08 -2.45
H -3.74 -6.01 -2.96
H -5.36 -3.48 -2.61
H -4.94 -4.47 -4.04
H -3.65 -3.67 -3.11
C -2.22 6.40 -0.94
C -2.93 5.41 0.04
N -2.09 4.33 0.42
C -2.73 3.24 1.15
C -1.93 1.93 0.95
C -0.79 4.72 1.02
C -0.76 5.35 2.42
H -1.57 7.09 -0.49
H -2.99 6.95 -1.45
H -1.70 5.79 -1.69
H -3.07 6.00 0.94
H -3.91 5.02 -0.28
H -2.84 3.43 2.23
H -3.72 3.09 0.76
H -1.76 1.79 -0.15
H -0.94 1.93 1.41
H -2.49 1.13 1.44
H -0.38 5.48 0.30
H -0.12 3.90 1.04
H 0.21 5.49 2.83
H -1.35 4.76 3.15
H -1.22 6.39 2.47
C 3.92 1.12 -1.81
C 2.55 1.42 -2.33
N 2.30 2.87 -2.35
C 1.12 3.32 -3.10
C -0.26 3.05 -2.47
C 2.33 3.46 -1.00
C 2.44 5.04 -1.03
H 4.22 0.12 -1.89
H 4.02 1.30 -0.80
H 4.56 1.80 -2.31
H 2.38 0.98 -3.33
H 1.80 0.91 -1.78
H 1.22 4.41 -3.21
H 1.18 2.90 -4.07
H -0.22 3.20 -1.40
H -0.99 3.73 -2.94
H -0.70 2.11 -2.64
H 3.15 3.16 -0.36
H 1.41 3.23 -0.41
H 2.48 5.48 -0.09
H 1.44 5.42 -1.43
H 3.28 5.27 -1.76
C 2.37 -1.64 -0.29
C 3.33 -2.53 -1.16
N 2.68 -3.82 -1.43
C 2.71 -4.73 -0.34
C 1.61 -5.84 -0.45
C 2.84 -4.39 -2.79
C 1.63 -4.01 -3.66
H 1.64 -1.17 -0.98
H 3.01 -0.81 0.09
H 1.82 -2.21 0.48
H 3.55 -2.01 -2.08
H 4.33 -2.77 -0.68
H 2.45 -4.19 0.57
H 3.62 -5.25 -0.01
H 0.64 -5.31 -0.56
H 1.67 -6.50 0.37
H 1.81 -6.36 -1.43
H 3.85 -4.04 -3.21
H 2.83 -5.49 -2.79
H 1.52 -2.94 -3.79
H 1.73 -4.43 -4.69
H 0.76 -4.48 -3.20
C -0.34 1.55 4.16
C 1.08 1.26 3.71
N 1.72 2.40 2.98
C 2.05 3.48 3.91
C 2.81 4.61 3.19
C 2.84 1.83 2.20
C 3.90 1.10 3.02
H -0.76 0.82 4.87
H -1.02 1.58 3.36
H -0.31 2.54 4.58
H 1.67 1.08 4.65
H 1.19 0.42 3.10
H 1.09 3.78 4.31
H 2.60 3.16 4.83
H 2.89 5.45 3.89
H 3.86 4.32 2.89
H 2.32 4.86 2.27
H 3.30 2.60 1.69
H 2.40 1.19 1.41
H 4.55 1.71 3.67
H 4.52 0.57 2.31
H 3.40 0.31 3.61
Cl -1.63 -1.38 -2.28
C -1.72 -1.27 -0.53
C -1.22 -2.62 -0.06
Cl -1.11 -2.37 1.74
H -2.75 -1.04 -0.22
H -1.08 -0.53 -0.11
H -0.20 -2.72 -0.38
H -1.87 -3.46 -0.30
*
```

***

Which of them is least stable? Easy: a).